Entry 1:
{
  "formula": "H14O7",
  "method": "ωB97M-V/def2-TZVPD",
  "orbital_gap_ev": 11.5,
  "relative_energy_ev": 2.215,
  "max_force_ha_per_bohr": 0.007,
  "total_charge": 0,
  "spin_multiplicity": 1,
  "energy_ha": -535.04243,
  "lumo_ev": -0.061,
  "smiles": "O.O.O.O.O.O.O",
  "symbols": ["O", "H", "H", "O", "H", "H", "O", "H", "H", "O", "H", "H", "O", "H", "H", "O", "H", "H", "O", "H", "H"],
  "coordinates": [[-2.470, 0.213, 1.107], [-2.738, -0.641, 0.767], [-3.047, 0.365, 1.855], [1.247, 1.487, -3.955], [1.124, 0.707, -3.413], [2.025, 1.910, -3.593], [-2.993, 3.178, -1.841], [-2.667, 3.111, -0.944], [-3.838, 2.729, -1.825], [1.278, 2.596, 4.374], [1.968, 3.230, 4.566], [1.009, 2.797, 3.478], [2.397, -3.949, 2.644], [1.504, -3.823, 2.966], [2.344, -3.756, 1.708], [-0.208, -3.581, -2.937], [0.391, -2.905, -2.616], [-0.899, -3.095, -3.386], [1.296, -0.437, 0.063], [0.479, 0.056, 0.143], [1.800, -0.193, 0.839]]
}

---

Entry 2:
{
  "formula": "C25H31N3O4",
  "method": "ωB97M-V/def2-TZVPD",
  "orbital_gap_ev": 8.8,
  "relative_energy_ev": 3.159,
  "max_force_ha_per_bohr": 0.024,
  "total_charge": 0,
  "spin_multiplicity": 1,
  "energy_ha": -1436.47290,
  "lumo_ev": 0.648,
  "smiles": "COc1cccc2cc([C@H](C)N(CCCN3CCOCC3)C(=O)Nc3ccccc3)oc12",
  "symbols": ["C", "O", "C", "C", "C", "C", "C", "C", "C", "C", "C", "N", "C", "C", "C", "N", "C", "C", "O", "C", "C", "C", "O", "N", "C", "C", "C", "C", "C", "C", "O", "C", "H", "H", "H", "H", "H", "H", "H", "H", "H", "H", "H", "H", "H", "H", "H", "H", "H", "H", "H", "H", "H", "H", "H", "H", "H", "H", "H", "H", "H", "H", "H"],
  "coordinates": [[2.209, 0.144, -3.928], [1.569, -0.397, -2.797], [2.343, -0.843, -1.772], [3.728, -0.858, -1.722], [4.410, -1.340, -0.601], [3.756, -1.824, 0.507], [2.361, -1.819, 0.487], [1.329, -2.187, 1.404], [0.147, -1.907, 0.796], [-1.261, -2.080, 1.298], [-2.020, -3.141, 0.488], [-1.999, -0.831, 1.430], [-2.062, -0.258, 2.761], [-0.751, 0.436, 3.144], [-0.499, 1.667, 2.257], [0.836, 2.225, 2.285], [1.851, 1.410, 1.647], [3.131, 2.237, 1.519], [3.582, 2.679, 2.777], [2.587, 3.447, 3.416], [1.295, 2.648, 3.594], [-2.717, -0.185, 0.441], [-3.598, 0.606, 0.715], [-2.332, -0.495, -0.837], [-2.893, -0.034, -2.028], [-4.183, 0.481, -2.111], [-4.684, 0.880, -3.336], [-3.920, 0.770, -4.485], [-2.636, 0.257, -4.403], [-2.122, -0.144, -3.185], [0.344, -1.401, -0.452], [1.685, -1.335, -0.642], [1.408, 0.458, -4.596], [2.831, -0.603, -4.431], [2.821, 1.011, -3.663], [4.304, -0.491, -2.556], [5.489, -1.326, -0.619], [4.296, -2.189, 1.366], [1.463, -2.601, 2.383], [-1.163, -2.466, 2.320], [-3.051, -3.185, 0.828], [-2.017, -2.932, -0.577], [-1.555, -4.111, 0.649], [-2.877, 0.468, 2.755], [-2.298, -1.042, 3.489], [-0.809, 0.736, 4.192], [0.074, -0.270, 3.036], [-0.710, 1.407, 1.217], [-1.193, 2.462, 2.545], [1.504, 1.122, 0.653], [2.084, 0.497, 2.222], [3.936, 1.633, 1.095], [2.935, 3.102, 0.868], [3.001, 3.739, 4.383], [2.373, 4.347, 2.820], [0.531, 3.279, 4.050], [1.499, 1.792, 4.260], [-1.411, -0.894, -0.953], [-4.776, 0.576, -1.217], [-5.686, 1.281, -3.392], [-4.320, 1.082, -5.439], [-2.030, 0.167, -5.294], [-1.117, -0.537, -3.120]]
}

---

Entry 3:
{
  "formula": "C7H15NO2",
  "method": "ωB97M-V/def2-TZVPD",
  "orbital_gap_ev": 8.2,
  "relative_energy_ev": 5.088,
  "max_force_ha_per_bohr": 0.153,
  "total_charge": 0,
  "spin_multiplicity": 1,
  "energy_ha": -480.79849,
  "lumo_ev": 0.768,
  "smiles": "C=C/C=C/C/C=C/N.O.O",
  "symbols": ["C", "C", "C", "C", "C", "C", "C", "N", "H", "H", "H", "H", "H", "H", "H", "H", "H", "H", "H", "O", "H", "H", "O", "H", "H"],
  "coordinates": [[2.399, 0.753, -0.895], [1.780, 1.944, -0.642], [0.510, 2.060, -0.090], [0.378, 1.631, 1.165], [-1.045, 1.424, 1.814], [-1.593, 0.245, 1.045], [-2.489, 0.442, 0.017], [-3.317, -0.620, -0.365], [1.952, -0.168, -0.707], [3.465, 0.711, -1.369], [2.348, 2.863, -0.689], [-0.294, 2.687, -0.493], [1.208, 1.146, 1.715], [-0.855, 1.431, 2.888], [-1.699, 2.317, 1.569], [-1.496, -0.741, 1.494], [-2.451, 1.237, -0.664], [-4.130, -0.468, -1.023], [-3.462, -1.283, 0.393], [0.535, -3.439, -1.620], [0.460, -2.923, -0.782], [0.271, -2.982, -2.326], [2.408, -2.462, -0.302], [2.569, -3.403, -0.686], [2.547, -2.402, 0.552]]
}